Entry 1:
{
  "formula": "C5H6N2O3",
  "method": "the ωB97M-V functional and the def2-TZVPD basis",
  "gap_ev": 9.456,
  "smiles": "OC1=C[C@H]2N[C@H]2O1.N=C=O",
  "de_lowest_kcal_mol": 37.2,
  "e_lumo_ha": 0.0261,
  "species": ["O", "C", "C", "C", "N", "C", "O", "H", "H", "H", "H", "H", "N", "C", "O", "H"],
  "positions_angstrom": [[-1.296, 2.005, 0.212], [-0.220, 1.241, 0.064], [0.822, 1.077, 0.891], [1.722, 0.088, 0.270], [1.055, -1.206, 0.045], [1.046, -0.225, -1.018], [-0.118, 0.527, -1.110], [-1.933, 1.819, -0.493], [0.980, 1.569, 1.825], [2.790, 0.116, 0.422], [1.699, -1.969, -0.132], [1.499, -0.423, -1.978], [-1.657, -1.736, 0.511], [-2.431, -0.911, 0.144], [-3.312, -0.221, -0.171], [-0.646, -1.750, 0.520]],
  "lowdin_charge": [0.13, -0.40, 0.03, -0.20, 0.06, -0.26, 0.06, 0.12, 0.11, 0.14, 0.12, 0.16, 0.21, -0.44, 0.13, 0.03]
}

Entry 2:
{
  "formula": "C5H6N2O3S3",
  "method": "the ωB97M-V functional and the def2-TZVPD basis",
  "gap_ev": 8.794,
  "de_lowest_kcal_mol": 34.6,
  "e_lumo_ha": 0.0068,
  "species": ["C", "C", "C", "C", "C", "N", "N", "O", "O", "O", "S", "S", "S", "H", "H", "H", "H", "H", "H"],
  "positions_angstrom": [[-3.494, 0.040, 0.367], [-2.217, -0.312, 0.857], [-3.487, 0.785, -0.769], [-1.220, 0.291, 0.081], [3.316, 0.008, -0.561], [3.071, -1.115, -1.066], [1.496, 0.956, -0.314], [4.048, 0.710, -0.066], [0.767, -0.567, 1.633], [0.520, -1.362, -0.721], [-1.855, 1.061, -1.283], [1.669, 2.075, 0.949], [0.508, -0.256, 0.248], [-4.371, -0.244, 0.938], [-2.082, -0.938, 1.631], [-4.290, 1.173, -1.295], [2.143, -1.617, -1.072], [3.840, -1.766, -1.440], [1.637, 1.079, 1.880]],
  "lowdin_charge": [-0.19, -0.13, -0.37, -0.61, -0.45, 0.18, -0.60, 0.17, -0.35, -0.35, 1.03, 0.74, 0.52, 0.11, 0.08, 0.04, 0.09, 0.19, -0.11]
}